# 1
The following is a quantum chemistry calculation of 2 unconnected molecules or ions with the total composition C4H12O2, from OMol25.

Properties
HOMO-LUMO gap (alpha / beta): 11.68 / 5.24 eV
Energy above the lowest of the compared OMol25 structures with the same formula, charge and spin: 32.63 kcal/mol
⟨S²⟩: 0.754
Strongest force on any atom: 1.68 eV Å⁻¹
Multiplicity: 2
Total charge: +1
E_HOMO (alpha / beta): -15.44 / -15.38 eV
LUMO (alpha / beta): -3.76 / -10.14 eV

Last columns: bonded neighbours and bond lengths (Å).
Cartesian coordinates (Å):
1 O -2.1182 0.2068 -1.1539  C6 1.375, H12 0.981
2 O 0.0987 -2.3839 0.5551  H11 0.951, H18 0.964
3 C -0.1036 1.1181 -0.0657  C5 1.541, C6 1.503, H8 1.085, H10 1.108
4 C 1.6624 0.4549 1.6379  C5 1.543, H7 1.089, H13 1.086, H15 1.090
5 C 1.2838 0.4799 0.1421  C3 1.541, C4 1.543, H9 1.079, H17 1.093
6 C -0.8185 0.6338 -1.2956  O1 1.375, C3 1.503, H14 1.113, H16 1.126
7 H 2.6535 0.0132 1.7294  C4 1.089
8 H -0.7187 1.1391 0.8275  C3 1.085
9 H 1.2813 -0.5301 -0.2376  C5 1.079
10 H 0.1170 2.1695 -0.3374  C3 1.108
11 H -0.6840 -1.8519 0.6471  O2 0.951
12 H -2.3524 0.2292 -0.2015  O1 0.981
13 H 0.9277 -0.1503 2.1612  C4 1.086
14 H -0.8236 1.3930 -2.1100  C6 1.113
15 H 1.7128 1.4553 2.0689  C4 1.090
16 H -0.2894 -0.2709 -1.7064  C6 1.126
17 H 2.1311 0.9621 -0.3527  C5 1.093
18 H -0.1052 -2.9178 -0.2213  O2 0.964

Atom charges from the Löwdin analysis, given in e for atoms 1 to 5: O 0.21; O -0.02; C -0.14; C -0.07; C -0.23



# 2
The following is a quantum chemistry calculation of 8 unconnected molecules or ions with the total composition C8H24N8O16, from OMol25.

Properties
HOMO-LUMO gap: 10.03 eV
Energy above the lowest of the compared OMol25 structures with the same formula, charge and spin: 6.26 kcal/mol
SMILES: C[N+](=O)[O-].C[N+](=O)[O-].C[N+](=O)[O-].C[N+](=O)[O-].C[N+](=O)[O-].C[N+](=O)[O-].C[N+](=O)[O-].C[N+](=O)[O-]
Strongest force on any atom: 1.80 eV Å⁻¹
E_HOMO: -10.68 eV
LUMO: -0.66 eV

Last columns: bonded neighbours and bond lengths (Å).
Cartesian coordinates (Å):
1 O -6.7888 -1.5510 0.9943  N21 1.213
2 O -0.7289 1.8751 -3.5859  N18 1.202
3 O -1.7503 1.2118 1.3510  N24 1.210
4 O 3.7471 -3.5780 0.4042  N17 1.214
5 O 1.8227 3.4215 -1.4104  N19 1.211
6 O -6.4731 -2.3346 -0.9846  N21 1.220
7 O -3.4850 -2.4356 2.7513  N22 1.202
8 O -2.9094 -2.2791 4.8143  N22 1.210
9 O 2.4302 -2.1971 1.3737  N17 1.215
10 O -3.2018 2.4704 0.4069  N24 1.195
11 O 1.0140 2.0042 -4.8097  N18 1.209
12 O 3.6393 4.2505 -2.1691  N19 1.198
13 O -1.8067 -0.0395 -1.1902  N23 1.214
14 O 2.9340 0.9718 0.4289  N20 1.210
15 O 3.5126 1.4620 2.4437  N20 1.219
16 O 0.2915 0.3291 -1.2164  N23 1.218
17 N 3.5296 -2.6842 1.1960  O4 1.214, O9 1.215, C31 1.483
18 N 0.1364 1.3824 -4.2583  O2 1.202, O11 1.209, C29 1.489
19 N 2.8825 3.3394 -1.9912  O5 1.211, O12 1.198, C32 1.480
20 N 2.7001 1.1060 1.6082  O14 1.210, O15 1.219, C26 1.488
21 N -6.1220 -1.6894 -0.0100  O1 1.213, O6 1.220, C28 1.468
22 N -2.7146 -2.1461 3.6279  O7 1.202, O8 1.210, C25 1.493
23 N -0.6601 -0.4142 -1.0552  O13 1.214, O16 1.218, C30 1.494
24 N -2.0793 2.1550 0.6681  O3 1.210, O10 1.195, C27 1.472
25 C -1.3712 -1.6249 3.2389  N22 1.493, H40 1.090, H43 1.081, H53 1.091
26 C 1.3468 0.7576 2.1204  N20 1.488, H34 1.088, H48 1.085, H56 1.082
27 C -1.0054 3.0582 0.2229  N24 1.472, H35 1.084, H49 1.090, H52 1.089
28 C -4.8621 -0.9418 -0.1032  N21 1.468, H36 1.085, H37 1.088, H39 1.089
29 C 0.1706 -0.1010 -4.3794  N18 1.489, H38 1.083, H44 1.088, H46 1.086
30 C -0.4106 -1.7953 -0.5424  N23 1.494, H33 1.082, H42 1.086, H47 1.088
31 C 4.6915 -2.2138 1.9893  N17 1.483, H45 1.085, H51 1.084, H55 1.088
32 C 3.2214 1.9846 -2.4813  N19 1.480, H41 1.081, H50 1.085, H54 1.088
33 H -1.3571 -2.2485 -0.2782  C30 1.082
34 H 0.9961 1.6124 2.6957  C26 1.088
35 H -1.3839 3.8801 -0.3733  C27 1.084
36 H -5.0024 0.0841 -0.4278  C28 1.085
37 H -4.1421 -1.3979 -0.7795  C28 1.088
38 H 0.6258 -0.3497 -5.3296  C29 1.083
39 H -4.3752 -1.0072 0.8689  C28 1.089
40 H -1.0384 -2.2538 2.4130  C25 1.090
41 H 2.2616 1.5142 -2.6434  C32 1.081
42 H 0.2079 -1.6716 0.3423  C30 1.086
43 H -0.6408 -1.7777 4.0206  C25 1.081
44 H 0.7509 -0.4161 -3.5146  C29 1.088
45 H 5.1356 -3.0851 2.4594  C31 1.085
46 H -0.8540 -0.4530 -4.3100  C29 1.086
47 H 0.1411 -2.2448 -1.3658  C30 1.088
48 H 1.4063 -0.0664 2.8240  C26 1.085
49 H -0.2690 2.4956 -0.3505  C27 1.090
50 H 3.8429 2.0260 -3.3697  C32 1.085
51 H 5.4052 -1.7029 1.3540  C31 1.084
52 H -0.4982 3.4835 1.0879  C27 1.089
53 H -1.6535 -0.6214 2.9163  C25 1.091
54 H 3.7627 1.4295 -1.7174  C32 1.088
55 H 4.2771 -1.5588 2.7525  C31 1.088
56 H 0.7006 0.5754 1.2720  C26 1.082

Atom charges from the Löwdin analysis, given in e for atoms 1 to 5: O 0.07; O 0.08; O 0.02; O 0.08; O 0.05



# 3
The following is a quantum chemistry calculation of 10 unconnected molecules or ions with the total composition C64H92Cl4N10, from OMol25.

Properties
HOMO-LUMO gap: 3.50 eV
Strongest force on any atom: 4.69 eV Å⁻¹
Total charge: +6
E_HOMO: -14.54 eV
LUMO: -11.04 eV

Last columns: bonded neighbours and bond lengths (Å).
Cartesian coordinates (Å):
1 Cl 5.2025 2.6814 2.3256  no bonds
2 Cl -4.9155 0.5645 3.6485  no bonds
3 Cl -0.6677 2.9679 -4.3147  no bonds
4 Cl -4.7815 -1.1915 -0.3472  no bonds
5 N -6.2626 3.4165 -2.5885  C51 1.521, C63 1.337, C76 1.361
6 N -1.1365 2.6251 1.8218  C17 1.344, C27 1.487, C55 1.346
7 N 6.3738 2.9197 -2.2129  C41 1.342, C46 1.320, C75 1.503
8 N -7.2605 -4.5229 1.9201  C59 1.462, C68 1.371, C70 1.335
9 N 0.0323 3.2352 -10.1466  C20 1.541, C42 1.423, C52 1.520, C60 1.556
10 N 8.7914 -2.8261 1.0098  C16 1.352, C22 1.352, C39 1.507
11 N -2.8657 -6.6454 -4.7291  C32 1.526, C34 1.533, C48 1.565, C58 1.519
12 N 6.9342 0.2505 14.1448  C24 1.493, C47 1.362, C69 1.279
13 N 5.6328 3.6633 8.4122  C21 1.345, C26 1.479, C66 1.332
14 N -7.2799 0.7528 6.2828  C23 1.317, C77 1.500, C78 1.375
15 C -1.5874 3.2857 -0.3847  C30 1.423, C55 1.389, H159 1.107
16 C 9.4691 -2.4833 -0.1087  N10 1.352, C45 1.379, H85 1.084
17 C -2.3273 2.0172 1.9544  N6 1.344, C72 1.381, H167 1.083
18 C 6.3986 1.7598 12.0409  C29 1.400, C57 1.475, C73 1.350
19 C -1.2082 -8.3311 -5.2327  C25 1.519, C48 1.541, H81 1.107, H95 1.074
20 C -0.3963 2.1072 -9.1874  N9 1.541, C64 1.520, H149 1.075, H161 1.060
21 C 4.7197 2.7722 8.8395  N13 1.345, C53 1.383, H162 1.069
22 C 7.8000 -2.0194 1.4513  N10 1.352, C71 1.388, H154 1.058
23 C -7.3016 1.0559 5.0013  N14 1.317, C36 1.392, H127 1.106
24 C 7.3087 -0.6613 15.2663  N12 1.493, H106 1.054, H131 1.102, H163 1.101
25 C -0.5257 -6.9808 -5.0958  C19 1.519, C34 1.531, H120 1.089, H169 1.075
26 C 5.4466 4.1587 7.0314  N13 1.479, H93 1.120, H109 1.065, H112 1.098
27 C -0.1578 2.5567 2.9386  N6 1.487, H88 1.080, H113 1.105, H136 1.113
28 C -7.8067 -1.2272 4.4205  C36 1.390, C38 1.459, C49 1.455
29 C 7.6730 1.1893 12.1463  C18 1.400, C47 1.376, H84 1.113
30 C -2.8843 2.7187 -0.2391  C15 1.423, C62 1.465, C72 1.363
31 C 7.3121 1.8644 -0.3273  C46 1.402, C54 1.409, H146 1.110
32 C -3.3329 -5.9833 -3.4365  N11 1.526, H103 1.110, H115 1.087, H165 1.075
33 C 6.9612 3.4583 10.3789  C57 1.383, C66 1.390, H126 1.090
34 C -1.5931 -5.8838 -5.1162  N11 1.533, C25 1.531, H82 1.093, H142 1.089
35 C 7.2437 0.6813 -2.4117  C41 1.375, C54 1.385, H133 1.084
36 C -7.5606 0.0861 4.0371  C23 1.392, C28 1.390, H132 1.068
37 C -1.6762 4.8921 -9.8268  C42 1.583, C56 1.570, H89 1.124, H97 1.123
38 C -7.6753 -2.3778 3.5327  C28 1.459, C50 1.437, C74 1.355
39 C 9.1752 -4.0501 1.8005  N10 1.507, H124 1.100, H158 1.111, H160 1.091
40 C 0.2330 -0.1061 -8.1570  C64 1.526, H110 1.103, H129 1.088, H157 1.084
41 C 6.6494 1.8124 -2.9184  N7 1.342, C35 1.375, H80 1.084
42 C -1.0858 3.8060 -10.8163  N9 1.423, C37 1.583, H134 1.096, H140 1.122
43 C -4.9053 1.8586 -1.4667  C62 1.391, C63 1.361, H108 1.086
44 C 8.0554 -0.5568 -0.4156  C45 1.423, C54 1.491, C71 1.413
45 C 9.1077 -1.3963 -0.8769  C16 1.379, C44 1.423, H104 1.091
46 C 6.6747 2.9594 -0.9279  N7 1.320, C31 1.402, H166 1.082
47 C 7.9011 0.3189 13.1876  N12 1.362, C29 1.376, H101 1.072
48 C -2.5460 -8.1583 -4.4869  N11 1.565, C19 1.541, H105 1.101, H168 1.061
49 C -7.8503 -1.5097 5.8470  C28 1.455, C78 1.376, H147 1.089
50 C -6.8989 -2.1838 2.3395  C38 1.437, C68 1.386, H148 1.061
51 C -7.6531 3.8849 -2.9909  N5 1.521, H118 1.087, H144 1.109, H151 1.164
52 C 1.0976 2.7903 -11.1353  N9 1.520, H122 1.076, H125 1.097, H153 1.099
53 C 4.8914 2.1672 10.0715  C21 1.383, C57 1.424, H170 1.078
54 C 7.5762 0.6953 -1.0674  C31 1.409, C35 1.385, C44 1.491
55 C -0.7308 3.2620 0.7078  N6 1.346, C15 1.389, H164 1.063
56 C -0.3480 5.4846 -9.2368  C37 1.570, C60 1.508, H102 1.072, H139 1.065
57 C 6.0599 2.5034 10.8128  C18 1.475, C33 1.383, C53 1.424
58 C -3.8787 -6.5154 -5.8529  N11 1.519, C67 1.505, H87 1.072, H128 1.105
59 C -7.1832 -5.6762 1.0244  N8 1.462, H79 1.103, H100 1.102, H152 1.089
60 C 0.6660 4.3701 -9.2909  N9 1.556, C56 1.508, H86 1.056, H119 1.086
61 C -4.1292 4.0757 -1.7937  C62 1.368, C76 1.391, H150 1.072
62 C -3.9384 2.8346 -1.2499  C30 1.465, C43 1.391, C61 1.368
63 C -6.0248 2.1663 -2.1775  N5 1.337, C43 1.361, H145 1.062
64 C 0.7438 1.1807 -8.7983  C20 1.520, C40 1.526, H90 1.134, H135 1.068
65 C -4.5928 -4.5905 -7.5034  C67 1.524, H94 1.077, H98 1.125, H138 1.091
66 C 6.6836 4.0323 9.1434  N13 1.332, C33 1.390, H156 1.067
67 C -4.2866 -5.0877 -6.0958  C58 1.505, C65 1.524, H92 1.103, H143 1.092
68 C -6.7500 -3.3083 1.5423  N8 1.371, C50 1.386, H155 1.107
69 C 5.7734 0.7829 14.0822  N12 1.279, C73 1.368, H137 1.097
70 C -7.9114 -4.7126 3.0700  N8 1.335, C74 1.415, H83 1.053
71 C 7.3649 -0.8903 0.7717  C22 1.388, C44 1.413, H117 1.055
72 C -3.1988 2.0120 0.8832  C17 1.381, C30 1.363, H91 1.094
73 C 5.4773 1.5816 13.0121  C18 1.350, C69 1.368, H114 1.054
74 C -8.1559 -3.5914 3.8971  C38 1.355, C70 1.415, H99 1.089
75 C 5.6658 4.0436 -2.9160  N7 1.503, H107 1.075, H121 1.070, H141 1.085
76 C -5.3122 4.3825 -2.4575  N5 1.361, C61 1.391, H116 1.097
77 C -6.7267 1.8047 7.1976  N14 1.500, H96 1.111, H123 1.116, H130 1.096
78 C -7.4997 -0.5246 6.7417  N14 1.375, C49 1.376, H111 1.063
79 H -7.2654 -6.5632 1.6752  C59 1.103
80 H 6.2470 1.8119 -3.9249  C41 1.084
81 H -1.5061 -8.5224 -6.2813  C19 1.107
82 H -1.3577 -5.0931 -4.3986  C34 1.093
83 H -8.1557 -5.7069 3.3146  C70 1.053
84 H 8.4765 1.3931 11.4032  C29 1.113
85 H 10.2003 -3.1974 -0.4696  C16 1.084
86 H 1.5678 4.7624 -9.6764  C60 1.056
87 H -3.3996 -6.9363 -6.7143  C58 1.072
88 H -0.4614 1.9409 3.7721  C27 1.080
89 H -2.2732 4.4167 -9.0015  C37 1.124
90 H 1.1873 0.9134 -9.8072  C64 1.134
91 H -4.0776 1.3709 0.9998  C72 1.094
92 H -5.1009 -4.8310 -5.3983  C67 1.103
93 H 5.3732 3.2334 6.4046  C26 1.120
94 H -5.1323 -3.6606 -7.4391  C65 1.077
95 H -0.7219 -9.1824 -4.7934  C19 1.074
96 H -6.8035 1.3777 8.2204  C77 1.111
97 H -2.2523 5.7152 -10.3294  C37 1.123
98 H -3.5990 -4.4647 -8.0152  C65 1.125
99 H -8.6462 -3.6017 4.8692  C74 1.089
100 H -8.0179 -5.6617 0.3056  C59 1.102
101 H 8.6943 -0.4006 13.2456  C47 1.072
102 H -0.4787 5.6667 -8.1883  C56 1.072
103 H -4.2980 -6.3867 -3.0649  C32 1.110
104 H 9.5733 -1.1202 -1.8237  C45 1.091
105 H -2.4653 -8.2870 -3.3969  C48 1.101
106 H 8.2328 -0.3663 15.6785  C24 1.054
107 H 4.9467 3.6655 -3.6206  C75 1.075
108 H -4.6879 0.8457 -1.1411  C43 1.086
109 H 4.5726 4.7680 7.0194  C26 1.065
110 H -0.0982 0.2122 -7.1539  C40 1.103
111 H -7.4825 -0.7412 7.7826  C78 1.063
112 H 6.3766 4.6915 6.7948  C26 1.098
113 H 0.8242 2.3062 2.4986  C27 1.105
114 H 4.5851 2.1434 13.0149  C73 1.054
115 H -3.4430 -4.9199 -3.6318  C32 1.087
116 H -5.5925 5.3711 -2.8413  C76 1.097
117 H 6.5835 -0.3256 1.1993  C71 1.055
118 H -7.5029 4.1478 -4.0352  C51 1.087
119 H 0.9024 3.9007 -8.3409  C60 1.086
120 H 0.2182 -6.8501 -5.8797  C25 1.089
121 H 5.1775 4.5116 -2.0868  C75 1.070
122 H 0.8255 1.8679 -11.6177  C52 1.076
123 H -5.6390 1.8453 6.9502  C77 1.116
124 H 9.4531 -4.8380 1.0856  C39 1.100
125 H 1.0986 3.5925 -11.8835  C52 1.097
126 H 7.8089 3.7750 10.9866  C33 1.090
127 H -6.9682 2.0708 4.7136  C23 1.106
128 H -4.7430 -7.1592 -5.6096  C58 1.105
129 H 0.9712 -0.8961 -8.0404  C40 1.088
130 H -7.2174 2.7758 7.0633  C77 1.096
131 H 7.4654 -1.6775 14.8689  C24 1.102
132 H -7.5991 0.3875 3.0130  C36 1.068
133 H 7.3835 -0.2301 -2.9811  C35 1.084
134 H -0.8393 4.2855 -11.7700  C42 1.096
135 H 1.5510 1.5900 -8.2303  C64 1.068
136 H -0.1004 3.6022 3.3158  C27 1.113
137 H 5.0147 0.6797 14.8671  C69 1.097
138 H -5.2117 -5.2667 -8.0955  C65 1.091
139 H -0.0801 6.4023 -9.7071  C56 1.065
140 H -1.8479 3.0206 -11.0658  C42 1.122
141 H 6.3999 4.7407 -3.3056  C75 1.085
142 H -1.6979 -5.5435 -6.1450  C34 1.089
143 H -3.5531 -4.3710 -5.7193  C67 1.092
144 H -7.8468 4.8033 -2.3994  C51 1.109
145 H -6.7889 1.4377 -2.2921  C63 1.062
146 H 7.4407 2.0723 0.7549  C31 1.110
147 H -7.8891 -2.5179 6.2568  C49 1.089
148 H -6.4258 -1.2725 2.0709  C50 1.061
149 H -0.8337 2.6349 -8.3587  C20 1.075
150 H -3.4781 4.9183 -1.6662  C61 1.072
151 H -8.4038 3.0092 -2.8318  C51 1.164
152 H -6.2559 -5.6155 0.4558  C59 1.089
153 H 2.0935 2.7993 -10.6716  C52 1.099
154 H 7.3767 -2.3221 2.3725  C22 1.058
155 H -6.2334 -3.2123 0.5681  C68 1.107
156 H 7.2976 4.7981 8.7239  C66 1.067
157 H -0.6071 -0.5634 -8.6670  C40 1.084
158 H 8.2978 -4.3664 2.4034  C39 1.111
159 H -1.3248 3.6601 -1.3926  C15 1.107
160 H 10.0631 -3.8682 2.4084  C39 1.091
161 H -1.1046 1.5065 -9.6980  C20 1.060
162 H 3.9439 2.5048 8.1539  C21 1.069
163 H 6.5336 -0.5456 16.0396  C24 1.101
164 H 0.2497 3.6614 0.7984  C55 1.063
165 H -2.5144 -6.1247 -2.7537  C32 1.075
166 H 6.4725 3.8237 -0.3092  C46 1.082
167 H -2.5494 1.4927 2.8753  C17 1.083
168 H -3.3946 -8.6266 -4.9192  C48 1.061
169 H 0.0202 -7.0182 -4.1707  C25 1.075
170 H 4.1806 1.4314 10.4120  C53 1.078

Atom charges from the Löwdin analysis, given in e for atoms 1 to 5: Cl -0.70; Cl -0.08; Cl -0.86; Cl -0.34; N -0.09